A 12-piece molecular cluster, H24O12 overall. Source: the Open Molecules 2025 dataset; level of theory: the ωB97M-V functional and the def2-TZVPD basis.

Its LUMO energy is -0.35 eV. As for the net charge: 0. As for the SMILES: O.O.O.O.O.O.O.O.O.O.O.O. For the HOMO energy, the calculation gives -9.94 eV. As for the orbital gap: 9.59 eV. Its multiplicity is 1. As for the energy above the lowest of the compared OMol25 structures with the same formula, charge and spin: 34.25 kcal per mole. The electronic energy is -917.27078 Ha.

Positions of all 36 atoms, in Å:
O 4.03035 0.46665 2.45680
H 4.49657 0.18047 3.24637
H 3.10175 0.24854 2.62848
O -3.23306 1.06252 -0.50629
H -2.32109 0.91022 -0.78480
H -3.26801 2.00203 -0.30531
O 3.19530 -0.24506 -0.30553
H 3.54037 -1.13925 -0.23088
H 3.57174 0.23226 0.44445
O -0.16054 -0.18942 0.45466
H 0.65775 -0.26472 0.96687
H 0.11932 0.16211 -0.40007
O -2.43784 -1.21017 -2.64789
H -3.21713 -0.67733 -2.82488
H -1.71663 -0.56466 -2.53660
O -3.78754 -0.69706 1.70789
H -3.08126 -0.72668 1.05559
H -4.00896 -1.61875 1.86159
O -0.93468 2.10240 1.91400
H -1.38808 1.61995 2.61109
H -0.50370 1.41729 1.37823
O -0.74086 0.85747 -2.17856
H 0.17847 0.59768 -2.34770
H -0.83985 1.70027 -2.63077
O -1.87549 -2.25496 0.15089
H -1.72989 -2.61061 -0.73027
H -1.28942 -1.47978 0.20522
O 0.96781 -0.75399 -2.16970
H 1.62800 -0.47243 -1.52431
H 0.76728 -1.66508 -1.93722
O 1.86408 1.73398 -1.96246
H 2.53480 1.14833 -1.58966
H 2.32719 2.22365 -2.64885
O 1.37018 -0.51056 2.76931
H 0.62660 -0.19481 3.29584
H 1.55645 -1.39051 3.11447

For reference, the natural (NBO) charges in units of e are: atom 1 (O): -0.983, atom 2 (H): 0.480, atom 3 (H): 0.496, atom 4 (O): -0.952, atom 5 (H): 0.480, atom 6 (H): 0.469, atom 7 (O): -0.997, atom 8 (H): 0.491, atom 9 (H): 0.519, atom 10 (O): -0.985, atom 11 (H): 0.501, atom 12 (H): 0.501, atom 13 (O): -0.990, atom 14 (H): 0.475, atom 15 (H): 0.489, atom 16 (O): -0.957, atom 17 (H): 0.491, atom 18 (H): 0.462, atom 19 (O): -0.964, atom 20 (H): 0.465, atom 21 (H): 0.481, atom 22 (O): -1.006, atom 23 (H): 0.516, atom 24 (H): 0.483, atom 25 (O): -0.986, atom 26 (H): 0.477, atom 27 (H): 0.486, atom 28 (O): -0.953, atom 29 (H): 0.490, atom 30 (H): 0.493, atom 31 (O): -0.963, atom 32 (H): 0.485, atom 33 (H): 0.481, atom 34 (O): -0.969, atom 35 (H): 0.503, atom 36 (H): 0.491